Entry 1:
{"formula": "C2H8NO", "method": "ωB97M-V with the def2-TZVPD basis set", "elements": ["O", "H", "C", "N", "C", "H", "H", "H", "H", "H", "H", "H"], "xyz": [[1.21171, -0.64488, 2.36347], [1.89874, -0.01202, 2.54931], [0.57619, -0.38746, -0.46717], [-0.44120, 0.67723, -0.46767], [-1.42314, 0.46795, -1.50965], [1.49235, -0.19929, -1.03378], [0.16896, -1.36373, -0.77947], [0.90126, -0.49113, 0.60345], [-0.79668, 0.66217, 0.47931], [-1.99470, -0.47190, -1.43466], [-2.14985, 1.29191, -1.53848], [-0.89749, 0.55115, -2.46746]], "atomic_forces_ev_per_a": [[-0.5, -0.4, 0.0], [0.4, 0.4, 0.2], [0.1, -0.2, 1.0], [0.7, -0.5, -0.5], [-0.2, 0.9, 0.2], [-0.3, 0.4, -0.4], [-0.1, 0.1, -0.1], [0.0, -0.2, -0.3], [-0.4, 0.1, -0.1], [0.2, -0.1, -0.2], [0.0, -0.1, 0.2], [-0.1, -0.4, 0.0]], "mulliken_charge": [-1.144, 0.149, -0.644, -0.422, -0.800, 0.208, 0.202, 0.304, 0.279, 0.291, 0.299, 0.278], "e_above_lowest_kj_mol": 88.51, "max_force_ev_per_a": 1.02, "charge": -1, "gap_ev": 6.506}

Entry 2:
{"formula": "C2H8NO", "method": "ωB97M-V with the def2-TZVPD basis set", "elements": ["C", "C", "N", "H", "H", "H", "H", "H", "H", "H", "H", "O"], "xyz": [[-0.15220, 0.95095, 1.13352], [-0.19435, 1.18622, -1.33597], [-0.05443, 0.41833, -0.21991], [0.81620, 0.87018, 1.63344], [-0.84243, 0.29403, 1.66491], [-0.44243, 1.99316, 1.07150], [-0.30265, 2.25639, -1.26756], [-0.06631, 0.74221, -2.30562], [0.12010, -0.57810, -0.29866], [-0.16417, -2.78630, 0.54525], [1.01503, -2.96338, -0.40094], [0.26764, -2.38370, -0.21996]], "atomic_forces_ev_per_a": [[0.5, -1.0, -1.0], [-0.1, 0.3, -0.4], [0.1, 0.0, 0.5], [0.1, 0.2, 0.1], [-0.3, 0.6, 0.4], [-0.3, 0.0, 0.3], [0.0, 0.0, 0.2], [0.0, -0.2, 0.0], [-0.1, 0.5, -0.1], [0.0, 0.1, -0.2], [0.0, 0.1, -0.1], [0.0, -0.6, 0.3]], "lowdin_spin": [0.017, 0.559, 0.298, 0.009, 0.006, 0.003, 0.056, 0.051, 0.003, 0.000, 0.000, 0.000], "s2": 0.753, "multiplicity": 2, "e_above_lowest_kj_mol": 42.55, "max_force_ev_per_a": 1.50, "gap_ev": [5.696, 10.045]}